This record from the Open Molecules 2025 dataset describes C6H10O3Pb as an isolated structure in a non-equilibrium geometry. The level of theory is ωB97M-V with the def2-TZVPD basis set.

```
20
Properties=species:S:1:pos:R:3
O -0.925 0.922 -0.648
Pb -1.564 -1.270 -2.493
O 0.176 -0.939 -1.135
C 0.107 0.179 -0.630
O 0.958 0.635 0.328
C 1.582 -0.330 1.241
H 2.421 0.237 1.658
H 1.932 -1.157 0.617
C 0.622 -0.779 2.292
C 0.327 -2.061 2.501
H 0.238 -0.006 2.964
H -0.275 -2.368 3.357
H 0.695 -2.845 1.835
C -0.380 2.048 0.698
C 0.188 3.283 0.049
H -1.442 2.150 0.931
H -0.034 1.914 1.729
H 0.140 3.218 -1.045
H -0.417 4.137 0.378
H 1.225 3.473 0.353
```

Calculated values
Net charge = +1
F_max = 4.71 eV/A
E_LUMO (spin up / spin down) = -5.020 / -4.933 eV
Multiplicity = 2
Total energy = -17763.46087 eV
ΔE to the lowest compared entry with this formula, charge and spin = 2.162 eV

Results of the Löwdin charge analysis, in e, for atoms 1 through 4: atom 1 (O): -0.026, atom 2 (Pb): 1.211, atom 3 (O): -0.217, atom 4 (C): -0.713